75
Properties=species:S:1:pos:R:3:mulliken_charge:R:1 method="wB97M-V/def2-TZVPD" gap_ev=9.570 e_tot_ev=-335827.2189 charge=0 homo_ev=-9.63
C -0.13737 -2.13214 -5.45516 -0.362
N -0.35705 -3.60944 -5.77065 0.891
O -1.02421 -4.28257 -4.92711 -0.514
O 0.20029 -3.99997 -6.75250 -0.528
H -0.61776 -1.44990 -6.15649 0.300
H 0.94061 -1.97197 -5.47548 0.264
H -0.45755 -1.90557 -4.43818 -0.084
C -1.15336 5.07463 1.53785 -0.590
N -1.48244 6.35710 0.93317 0.885
O -1.75675 7.30184 1.67678 -0.546
O -1.29534 6.49104 -0.28094 -0.474
H -0.98651 5.08046 2.61499 0.309
H -0.19010 4.79842 1.10897 0.102
H -2.00408 4.48598 1.19453 0.273
C -2.12124 -0.08136 3.53903 -0.622
N -0.77496 -0.21050 4.19876 0.936
O 0.22075 -0.15893 3.50208 -0.458
O -0.72441 -0.30978 5.40196 -0.569
H -2.58564 -1.06078 3.65379 0.217
H -2.00279 0.24656 2.50629 0.156
H -2.68608 0.65287 4.11346 0.331
C 4.93005 3.43646 0.94514 -0.472
N 4.38354 4.37033 -0.10173 0.905
O 4.75123 4.19718 -1.23564 -0.526
O 3.56368 5.25945 0.18642 -0.529
H 4.21153 2.63060 1.09491 -0.017
H 4.69752 3.97995 1.86091 0.325
H 6.00503 3.27910 0.85708 0.310
C -4.49963 -2.32817 -2.29776 -0.711
N -3.28555 -1.49188 -2.74472 0.836
O -2.70364 -0.96891 -1.80674 -0.388
O -3.01506 -1.50402 -3.90010 -0.495
H -4.45289 -2.51705 -1.22527 0.163
H -4.58717 -3.27204 -2.83586 0.325
H -5.33858 -1.68587 -2.56555 0.309
Br 0.04136 4.27636 -2.47343 -0.158
C -1.56590 3.35104 -3.15542 -0.666
C -2.48228 2.73136 -2.05655 0.063
Br -4.19615 2.14253 -2.93852 -0.178
H -1.27481 2.57417 -3.86241 0.381
H -2.11986 4.10688 -3.71212 0.451
H -2.69088 3.46569 -1.27851 0.317
H -2.10935 1.77685 -1.68514 -0.204
Br 1.08267 -1.64502 -1.88568 -0.195
C 0.68150 0.19309 -1.14451 -0.323
C 1.43579 0.59416 0.10217 0.122
Br 0.59310 2.25403 0.81502 -0.150
H -0.34848 0.16060 -0.78927 0.071
H 0.77314 1.01126 -1.85886 0.509
H 2.51854 0.70355 0.04063 0.322
H 1.21142 -0.08102 0.92794 -0.301
F 2.18256 -3.02055 1.81873 -0.256
C 3.15704 -2.22238 1.43500 0.447
C 3.43597 -1.18683 2.30643 -0.210
C 4.40829 -0.21448 1.97496 -0.620
C 5.17580 -0.38746 0.80816 -0.675
C 4.81787 -1.37098 -0.08499 -0.431
C 3.82511 -2.33269 0.21386 -0.559
H 2.87720 -1.13865 3.22939 0.417
H 4.63214 0.54988 2.70438 0.483
H 6.01572 0.25993 0.60365 0.416
H 5.27851 -1.33522 -1.06117 0.371
H 3.45993 -3.08942 -0.46468 0.632
F -1.61579 -5.65188 4.30175 -0.329
C -1.80044 -4.73873 3.30118 0.400
C -3.13281 -4.37593 2.94277 -0.522
C -3.32267 -3.31811 2.01654 -0.504
C -2.27116 -2.59795 1.46247 -1.000
C -0.98045 -3.15501 1.68227 -0.187
C -0.73283 -4.13674 2.67003 -0.371
H -3.95392 -4.90552 3.40289 0.419
H -4.36156 -3.05153 1.88993 0.408
H -2.44495 -1.76600 0.79610 0.899
H -0.14667 -2.68551 1.18148 0.285
H 0.28331 -4.44477 2.86744 0.476

=====

63
Properties=species:S:1:pos:R:3:mulliken_charge:R:1 method="wB97M-V/def2-TZVPD" s_squared=8.785 gap_ev="8.787 / 6.779" e_tot_ev=-116066.5495 charge=+2 homo_ev="-13.84 / -14.82" multiplicity=6
Ir -0.34631 -2.05876 -0.83906 1.583
N -0.30255 -6.53911 -0.37270 -0.391
C -0.22783 -5.21527 -0.27623 0.534
O -0.72006 -4.46862 -1.13576 -0.448
C 0.46078 -4.64257 0.93864 -0.645
C 0.74432 -3.17056 0.79413 -1.230
H -0.81900 -6.96006 -1.12821 0.253
H 0.08149 -7.14587 0.33237 0.216
H 1.38625 -5.19832 1.11453 0.439
H -0.19517 -4.83160 1.79117 0.371
H 1.69979 -2.95030 0.30251 0.583
H 0.63097 -2.61857 1.72072 0.390
C 0.68626 5.83782 0.28288 -1.670
C -0.51141 5.01074 0.77880 1.891
C -1.73664 5.34935 -0.07755 -1.898
C -0.80662 5.38267 2.25483 -1.501
C -0.20575 3.53663 0.76003 -0.224
C -1.19943 2.57903 0.42659 -0.618
C -0.84825 1.27772 0.34050 -0.203
Br -2.15246 -0.05522 -0.10330 -0.222
C 0.49561 0.78299 0.54491 0.951
O 0.83638 -0.36546 0.15995 -1.081
C 1.43148 1.73502 1.15189 0.139
C 1.04993 3.05635 1.16347 -0.164
C 2.76809 1.36199 1.79630 1.765
C 2.66589 1.80041 3.27380 -1.622
C 3.14171 -0.12157 1.78353 -1.865
C 3.90465 2.14422 1.11243 -1.701
H 0.40130 6.88838 0.25216 0.467
H 0.98141 5.53297 -0.72279 0.399
H 1.55264 5.76392 0.93864 0.374
H -1.83839 6.43074 -0.14632 0.433
H -2.66008 4.96441 0.35807 0.367
H -1.62816 4.95775 -1.09123 0.454
H -1.08243 6.43665 2.29820 0.445
H 0.07093 5.22918 2.88378 0.350
H -1.63145 4.79068 2.65429 0.363
H -2.21872 2.88406 0.23245 0.431
H 1.76221 3.77772 1.53562 0.334
H 1.83827 1.29410 3.77437 0.378
H 2.51385 2.87557 3.36498 0.349
H 3.59044 1.54389 3.79115 0.465
H 2.38428 -0.72696 2.28149 0.321
H 4.07685 -0.25160 2.32884 0.534
H 3.28973 -0.49080 0.77172 0.325
H 3.76000 3.22141 1.18740 0.332
H 3.97734 1.87596 0.05745 0.387
H 4.84939 1.89932 1.59748 0.471
C -4.54816 -4.23566 -2.07058 -1.083
C -4.06812 -2.89981 -2.65734 -0.296
C -2.64448 -2.95137 -3.07550 0.331
N -1.69185 -2.26164 -2.53709 -0.032
N -0.43919 -2.48803 -3.02874 -0.604
C -0.42505 -3.39975 -3.97121 0.633
N 0.66398 -3.85263 -4.58574 -0.395
S -2.03953 -3.94779 -4.36559 -0.109
H -5.59626 -4.15458 -1.79112 0.383
H -3.97114 -4.49550 -1.18304 0.258
H -4.45438 -5.04250 -2.79761 0.346
H -4.16409 -2.10296 -1.92032 0.156
H -4.68413 -2.63798 -3.51974 0.350
H 1.56946 -3.47756 -4.35373 0.232
H 0.59143 -4.46271 -5.38159 0.217

=====

68
Properties=species:S:1:pos:R:3:mulliken_charge:R:1 method="wB97M-V/def2-TZVPD" s_squared=6.017 gap_ev="6.006 / 7.204" e_tot_ev=-107183.0713 charge=-1 homo_ev="-3.37 / -4.56" multiplicity=5
Cr -0.35545 0.81716 -0.48920 0.396
O -2.90763 2.52970 0.71329 -0.694
C -3.24157 1.58088 0.01837 -0.020
N -2.29788 0.49438 -0.28256 0.471
C -3.03763 -0.56270 -0.93123 -0.299
O -2.60800 -1.66020 -1.21774 -0.675
C -4.43547 -0.10566 -0.95279 0.466
C -5.56485 -0.70406 -1.43643 -0.609
C -6.79156 -0.24740 -0.95342 -0.305
C -6.91728 0.86519 -0.15388 -0.680
C -5.72382 1.65812 0.08348 -0.529
C -4.55169 1.11938 -0.33836 0.472
H -5.44310 -1.40660 -2.17929 0.512
H -7.72243 -0.88886 -1.12919 0.252
H -7.86617 1.16482 0.18123 0.450
H -5.76961 2.55533 0.67177 0.515
C 5.44890 0.60393 0.08121 -1.328
C 4.44886 -0.48847 0.14663 1.073
C 4.97701 -1.98321 0.15933 -1.344
O 3.82263 -0.49244 -1.22506 -0.093
P 2.30316 -0.02325 -1.53901 0.693
S 1.89900 1.53449 -0.08352 -0.748
S 0.79881 -1.36679 -1.57401 -0.524
O 2.56794 0.67259 -2.92283 -0.329
C 2.34495 0.00576 -4.26259 0.389
C 3.57868 -0.99461 -4.48200 -0.899
C 2.21997 1.15080 -5.26543 -1.281
H 5.80096 0.86100 1.07329 0.379
H 5.06101 1.45167 -0.44577 0.315
H 6.33856 0.19253 -0.45279 0.307
H 3.65233 -0.26312 0.86608 -0.263
H 5.47030 -1.98700 -0.76657 0.368
H 4.15078 -2.69941 0.03080 0.324
H 5.62895 -2.18506 1.02764 0.365
H 1.38291 -0.63023 -4.23167 0.345
H 3.96066 -1.24199 -3.49312 0.069
H 4.29620 -0.35502 -5.04378 0.343
H 3.18440 -1.87777 -5.01403 0.271
H 2.98982 1.94181 -5.00416 0.248
H 1.24451 1.67364 -5.32896 0.330
H 2.27254 0.89359 -6.31301 0.395
C -0.65072 1.92189 -3.27166 -0.008
O -0.32288 2.06829 -1.87455 -0.620
H -0.51763 2.92857 -3.71737 0.246
H -1.69760 1.59860 -3.40666 0.183
H 0.10793 1.23555 -3.77695 -0.379
C -0.25470 0.64219 4.81263 -0.795
N 0.83369 -0.24637 4.28606 -0.017
C 0.33139 -1.68935 4.41219 -0.693
N -0.95004 -1.95121 3.72467 -0.008
C -1.98592 -0.90555 4.27055 -0.844
N -1.53770 0.40539 4.20938 0.123
C -1.50845 0.83255 2.76838 -1.186
P -0.28494 -0.20250 1.80572 1.816
C 1.25753 -0.11689 2.84512 -0.893
C -0.89565 -1.83306 2.26583 -1.073
H 0.09173 1.70587 4.71153 0.320
H -0.47287 0.53325 5.85123 0.357
H 0.14811 -1.92747 5.44280 0.297
H 1.18121 -2.28297 3.98546 0.370
H -2.17887 -1.18482 5.33981 0.265
H -3.01627 -1.08456 3.80321 0.325
H -1.29134 1.90090 2.71041 0.334
H -2.50948 0.62184 2.37421 0.325
H 1.78416 0.85746 2.67546 0.374
H 1.92004 -0.92021 2.56761 0.318
H -0.26797 -2.57990 1.77108 0.357
H -1.92244 -1.93039 1.87311 0.378

=====

61
Properties=species:S:1:pos:R:3:mulliken_charge:R:1 method="wB97M-V/def2-TZVPD" gap_ev=7.190 e_tot_ev=-34078.9477 charge=+2 homo_ev=-13.73
Ir 0.92728 0.93235 0.16664 0.279
C 3.00749 1.47605 -0.18284 -0.212
C 2.14578 2.47207 -0.75407 -1.031
C 1.39042 3.07059 0.29257 -0.293
C 1.73896 2.41172 1.50504 -0.744
C 2.75643 1.43627 1.21167 -0.266
H 3.71381 0.87171 -0.72622 0.692
H 2.09987 2.73345 -1.79937 0.451
H 0.66956 3.86437 0.18171 0.573
H 1.34239 2.61526 2.48608 0.506
H 3.22341 0.79043 1.93755 0.504
C -2.38409 4.13153 0.17818 -1.347
N -2.08578 2.73805 0.50764 0.229
C -1.94495 2.46188 1.93754 -0.974
C -1.84106 1.80419 -0.40284 -0.245
N -1.03894 0.73190 -0.05997 0.535
C -1.55920 -0.56577 -0.19537 0.634
C -2.90274 -0.90830 -0.35718 -0.609
C -3.25199 -2.24084 -0.43857 -0.936
C -2.27717 -3.23394 -0.36012 -0.966
C -0.94915 -2.90170 -0.18699 -0.607
C -0.59073 -1.55498 -0.09092 0.589
N 0.70805 -1.05195 0.05342 0.870
C 1.72461 -1.92832 0.37851 -0.480
N 1.66078 -2.61137 1.51741 0.205
C 0.76164 -2.21284 2.59974 -0.995
C 2.25567 -3.93987 1.69184 -1.240
N 2.74198 -2.04424 -0.47244 0.301
C 2.55678 -1.73503 -1.89219 -0.945
C 4.10945 -2.37439 -0.07110 -1.243
N -2.34857 1.87385 -1.63372 0.166
C -1.78558 1.11411 -2.74880 -0.981
C -3.63602 2.50533 -1.93712 -1.255
H -1.75627 4.76855 0.80284 0.469
H -3.42435 4.38034 0.38548 0.388
H -2.15942 4.33617 -0.86405 0.440
H -2.74244 2.98589 2.46125 0.458
H -0.98605 2.82533 2.31162 0.236
H -2.03218 1.39701 2.13083 0.286
H -3.66689 -0.14226 -0.40937 0.480
H -4.28936 -2.51711 -0.56625 0.453
H -2.56412 -4.27367 -0.43459 0.459
H -0.19788 -3.68095 -0.13565 0.456
H 0.52213 -1.15608 2.52214 0.203
H 1.26546 -2.40108 3.54654 0.453
H -0.15936 -2.79670 2.56404 0.366
H 2.55992 -4.35019 0.73502 0.438
H 1.49135 -4.58991 2.11723 0.414
H 3.10610 -3.91388 2.37223 0.392
H 1.52380 -1.90204 -2.18265 0.264
H 3.19544 -2.40427 -2.46560 0.456
H 2.83034 -0.70397 -2.11880 0.273
H 4.22113 -2.27873 1.00461 0.400
H 4.78300 -1.66697 -0.55548 0.431
H 4.39251 -3.37969 -0.38134 0.379
H -0.75930 0.83012 -2.53378 0.201
H -1.80573 1.74873 -3.63384 0.457
H -2.37810 0.21812 -2.93927 0.349
H -4.17183 2.74085 -1.02335 0.422
H -4.22716 1.78905 -2.50821 0.421
H -3.50914 3.40578 -2.53728 0.395

=====

Results for max |F|: 3.65, 1.38, 4.85, 0.31 (in eV/Å, following the order of the records).